A structure of composition C37H54ClN7O3Sn at a distorted geometry, computed with the ωB97M-V functional and the def2-TZVPD basis.

For the maximum force, the calculation gives 9.39 eV/A. The HOMO-LUMO gap is 4.85 eV. For the energy above the lowest of the compared OMol25 structures with the same formula, charge and spin, the calculation gives 7.55 kcal per mole. Its charge is 0.

Structure (XYZ):
```
103
Properties=species:S:1:pos:R:3:forces:R:3
Sn 0.106437 -0.510174 -0.295885 3.146 -0.714 0.963
N -1.935074 0.438163 -0.568504 -0.105 -0.451 -0.671
C -2.866764 -0.629313 -1.036407 0.194 0.559 -0.200
C -4.227080 -0.483401 -0.361151 -0.033 -0.060 0.139
C -5.195762 -1.646571 -0.559584 -0.171 0.105 0.350
C -5.311675 -2.224841 -1.956354 -0.746 -0.457 -0.336
N -5.059629 -1.294084 -3.046001 -0.675 0.372 0.233
C -4.030640 -1.411325 -3.872224 1.877 -1.367 -0.816
N -3.068463 -2.280794 -3.595300 -2.162 2.961 -7.339
N -3.980148 -0.643426 -4.977867 -0.207 0.553 -0.189
C -2.260492 -2.038255 -0.866033 0.846 1.529 1.704
O -2.719094 -2.893604 -1.652096 2.340 -3.682 8.318
O -1.416416 -2.148303 0.043059 -1.324 -0.480 -1.093
H -2.173150 0.833009 0.334123 -0.086 -0.116 0.308
H -1.908136 1.193366 -1.242948 -0.009 0.133 0.084
H -2.975706 -0.482925 -2.112127 0.030 0.181 0.293
H -4.666440 0.460080 -0.703985 -0.041 -0.087 -0.043
H -4.090514 -0.373833 0.720115 0.183 0.027 -0.016
H -6.174952 -1.317672 -0.202564 0.019 0.012 -0.036
H -4.914268 -2.477947 0.088073 0.076 0.016 0.097
H -6.314983 -2.629014 -2.108383 -0.041 0.043 0.074
H -4.629897 -3.059708 -2.065330 -0.329 0.116 -0.106
H -5.727954 -0.559412 -3.212687 -0.006 -0.088 -0.058
H -2.929763 -2.580421 -2.598297 -0.542 -0.006 -0.745
H -2.259162 -2.345169 -4.189968 -0.096 0.172 -0.448
H -4.713216 0.003202 -5.203499 -0.027 -0.011 -0.069
H -3.185714 -0.688689 -5.589579 -0.029 -0.045 0.061
C 0.158050 2.914967 3.488880 -0.025 0.076 0.038
C -1.197903 2.720757 2.800447 0.247 -0.059 0.168
C -1.094419 3.194683 1.352464 -0.032 -0.205 -0.075
C -1.765449 1.327866 3.122072 -0.042 0.094 -0.308
C -2.806782 1.336958 4.046738 -0.075 -0.075 -0.037
C -3.354899 0.162853 4.535716 0.076 -0.003 -0.018
C -2.836211 -1.041539 4.105784 -0.187 -0.024 0.043
C -1.798822 -1.109072 3.179359 -0.030 -0.161 -0.034
C -1.274896 -2.486274 2.829294 0.189 -0.186 0.022
C -0.633234 -3.155837 4.050077 0.070 0.091 0.042
C -2.370880 -3.397523 2.271411 -0.193 -0.049 0.212
C -1.255616 0.078013 2.660765 -0.285 0.633 -0.311
N -0.158590 0.088454 1.753713 0.420 -0.236 -0.421
C 1.086683 -0.115239 2.403523 0.013 0.164 0.043
C 2.211333 -0.041209 1.685203 -0.112 0.237 -0.061
N 2.171874 0.209516 0.313241 -0.085 -0.640 0.628
C 3.508716 0.407172 -0.162716 -0.327 0.523 -0.210
C 4.044669 1.700357 0.053300 0.051 0.068 0.017
C 5.331857 2.007033 -0.363463 0.056 -0.053 -0.059
C 6.114747 1.055191 -0.997002 -0.028 0.041 0.032
C 5.600206 -0.212037 -1.185272 0.034 0.002 -0.070
C 4.314681 -0.566009 -0.773326 -0.055 0.010 -0.091
C 3.869982 -1.987648 -1.015505 -0.038 -0.197 0.059
C 3.707646 -2.262480 -2.509375 0.082 0.025 -0.040
C 4.834344 -2.999347 -0.387411 -0.036 0.008 0.070
C 3.253410 2.767529 0.784598 -0.106 0.254 0.166
C 3.037388 4.035216 -0.048969 0.014 -0.030 0.004
C 3.926459 3.135515 2.111017 -0.023 -0.036 0.015
H 0.465344 3.963639 3.437181 -0.016 -0.014 -0.018
H 0.925890 2.308268 3.010047 0.014 -0.045 -0.006
H 0.105199 2.629061 4.540517 0.013 -0.001 0.007
H -1.899763 3.422522 3.262998 0.016 -0.112 0.115
H -0.270541 2.712056 0.827685 0.012 -0.125 -0.077
H -0.910157 4.271799 1.341027 0.040 -0.030 0.020
H -2.029935 3.036809 0.813220 -0.097 -0.057 -0.120
H -3.177508 2.289474 4.409542 -0.005 -0.017 -0.025
H -4.156005 0.189740 5.263598 -0.008 0.004 -0.005
H -3.240033 -1.963989 4.506392 0.005 -0.002 -0.005
H -0.494215 -2.389684 2.076517 -0.082 0.053 0.073
H -1.368556 -3.364410 4.831180 -0.016 0.022 -0.009
H 0.144470 -2.522147 4.479344 0.006 -0.015 -0.002
H -0.174908 -4.102728 3.759416 -0.008 -0.004 -0.003
H -3.133250 -3.604952 3.027981 0.056 -0.040 0.043
H -1.942982 -4.349681 1.954646 0.000 0.006 -0.020
H -2.862043 -2.952465 1.409705 -0.068 -0.090 0.209
H 1.112708 -0.284070 3.472006 -0.154 -0.076 -0.011
H 3.169048 -0.157005 2.181009 0.040 -0.075 -0.087
H 5.730411 2.999844 -0.186143 -0.002 0.008 0.002
H 7.119433 1.295134 -1.323562 -0.010 0.001 -0.007
H 6.214381 -0.963075 -1.668979 -0.008 0.000 0.016
H 2.890663 -2.130360 -0.567788 -0.148 0.110 0.022
H 4.668413 -2.182284 -3.032707 -0.066 0.007 0.021
H 2.997977 -1.560330 -2.943297 -0.052 0.013 -0.031
H 3.310355 -3.266077 -2.665852 -0.010 -0.022 -0.004
H 5.817383 -2.997658 -0.866900 -0.034 0.032 -0.011
H 4.422623 -4.006075 -0.484601 0.010 -0.006 -0.001
H 4.981354 -2.795326 0.675532 -0.002 -0.010 -0.009
H 2.272095 2.359306 1.027987 0.048 -0.038 -0.111
H 3.982095 4.536801 -0.272357 0.008 -0.008 0.007
H 2.406330 4.739015 0.499702 0.023 0.017 0.007
H 2.548797 3.825697 -1.001711 -0.025 -0.042 -0.029
H 4.893823 3.616025 1.946181 0.016 -0.012 -0.011
H 4.089748 2.246855 2.722143 -0.002 0.005 0.006
H 3.300407 3.827522 2.679979 0.003 0.004 -0.012
O 0.799302 -1.840587 -1.437791 -0.922 0.460 -0.120
Cl 3.369609 3.044632 -3.868712 -0.002 -0.013 0.014
C 1.896036 2.162258 -3.710630 0.060 0.001 -0.119
C 0.997415 2.095308 -4.754756 -0.116 -0.109 0.067
C -0.159185 1.349813 -4.554172 0.113 0.048 -0.095
C -0.349882 0.722938 -3.341597 0.011 -0.254 0.029
N 0.519784 0.796732 -2.329682 -0.420 0.966 -0.278
C 1.621322 1.514314 -2.513930 0.113 -0.096 0.230
H 1.196848 2.598327 -5.690529 0.008 0.006 0.001
H -0.895312 1.249199 -5.340253 -0.003 0.024 -0.001
H -1.219361 0.094583 -3.181916 0.001 -0.015 0.023
H 2.318684 1.558424 -1.690831 0.010 0.055 0.034
```
Positions in Å, forces in eV/Å.